{"formula": "C14H21N3O5RhS3Se", "method": "ωB97M-V/def2-TZVPD", "elements": ["Rh", "O", "N", "C", "C", "C", "C", "C", "S", "H", "H", "H", "H", "S", "C", "N", "C", "C", "S", "H", "H", "H", "H", "H", "C", "C", "C", "C", "C", "N", "H", "H", "H", "H", "H", "H", "H", "H", "H", "C", "H", "H", "H", "O", "Se", "O", "O", "O"], "coordinates": [[0.150, 0.088, -2.082], [0.351, -1.903, -2.886], [1.397, -2.512, -2.365], [1.227, -3.783, -1.953], [2.252, -4.532, -1.438], [3.511, -3.926, -1.323], [3.668, -2.625, -1.719], [2.609, -1.853, -2.259], [2.740, -0.241, -2.729], [0.213, -4.134, -2.072], [2.066, -5.548, -1.121], [4.350, -4.474, -0.912], [4.620, -2.119, -1.626], [-2.684, -0.841, -1.445], [-3.293, 0.424, -0.557], [-2.728, 1.585, -0.318], [-3.378, 2.459, 0.641], [-4.862, 2.122, 0.577], [-4.888, 0.335, 0.256], [-1.742, 1.813, -0.691], [-3.143, 3.494, 0.408], [-2.982, 2.258, 1.642], [-5.351, 2.636, -0.252], [-5.380, 2.355, 1.506], [2.131, 0.478, 2.899], [0.738, -0.047, 2.538], [-0.335, 0.998, 2.873], [0.448, -1.369, 3.261], [0.681, -0.302, 1.090], [0.595, -0.525, -0.030], [2.159, 0.688, 3.972], [2.329, 1.388, 2.332], [2.896, -0.266, 2.667], [-0.309, 1.194, 3.949], [-1.326, 0.621, 2.611], [-0.156, 1.926, 2.327], [0.473, -1.198, 4.340], [1.193, -2.125, 3.009], [-0.538, -1.752, 2.990], [-0.361, 0.777, -3.908], [-1.354, 1.243, -3.860], [-0.383, -0.047, -4.631], [0.356, 1.531, -4.250], [1.057, 4.350, -1.229], [0.457, 3.181, -0.281], [-0.740, 3.719, 0.705], [-0.336, 2.038, -1.253], [1.602, 2.422, 0.601]], "lowdin_spin": [0.856, 0.004, 0.011, 0.004, 0.005, 0.009, 0.004, 0.021, 0.052, 0.000, 0.000, 0.001, 0.001, 0.041, 0.004, -0.001, 0.000, 0.001, 0.003, 0.001, 0.000, 0.000, 0.000, 0.000, 0.000, 0.000, 0.000, 0.000, -0.003, 0.000, 0.000, 0.000, 0.000, 0.000, 0.000, 0.000, 0.000, 0.000, 0.000, -0.023, 0.000, -0.001, -0.001, 0.000, 0.002, 0.001, 0.008, 0.000], "total_energy_ha": -4793.01616, "de_lowest_ev": 0.000, "multiplicity": 2, "charge": -2, "fmax_ha_per_bohr": 0.00182, "s_squared": 0.757}